[1]
Formula: C23H65BN10O15Pd
Source: the Open Molecules 2025 dataset
Level of theory: the ωB97M-V functional and the def2-TZVPD basis

Output
* gap between HOMO and LUMO (alpha / beta): 2.90 / 2.61 eV
* strongest force on any atom: 14.738 eV/Å

ORCA input file:
```
! wB97M-V def2-TZVPD RIJCOSX def2/J DEFGRID3
* xyz -2 3
H -2.358 -5.295 -2.174
C -5.998 -1.248 1.401
H -2.508 0.785 -2.522
H -1.162 -7.040 -2.358
H -3.643 -0.582 0.319
H -1.027 4.040 -3.572
H -6.940 -0.940 1.856
C -4.222 2.929 -1.513
C 4.096 1.989 -1.210
H 5.875 0.335 -0.858
C 0.004 0.345 -7.532
H -6.742 1.289 1.721
H -0.935 0.354 -2.092
H 0.651 -4.030 -0.722
H -2.622 -8.007 -4.042
O -1.257 -3.678 -0.079
N -0.064 -0.687 -8.333
H -0.581 -1.442 -7.906
O 1.015 4.541 -3.371
H -3.236 3.207 -1.887
H -4.662 3.898 -1.748
H -2.924 -6.474 -4.859
O -4.215 2.470 -0.193
B -1.704 0.128 -2.816
C 1.724 -1.696 -2.936
H -0.712 5.437 -2.579
H 5.032 2.244 -1.707
H -5.005 -7.207 -1.669
H -2.755 4.138 -7.204
C -5.548 2.486 0.387
O -3.195 2.181 -4.803
H -0.760 -3.243 -2.762
O -4.669 -1.846 -6.859
H 0.045 -0.541 -9.327
C -0.648 -4.261 -2.390
H -0.305 -5.413 -0.659
C 2.911 2.573 -1.979
O -4.290 0.051 -6.246
H -3.472 -0.535 4.627
H -4.304 -8.563 -2.399
H -2.130 0.205 0.346
H 3.101 3.630 -2.167
H -0.876 -0.983 -6.287
H -1.948 -0.903 -2.612
N -1.705 -5.042 -2.901
H -3.382 0.798 -0.547
H 0.194 -4.028 1.236
C -5.146 -1.726 2.603
O -5.371 -1.041 3.819
H 0.669 -0.411 -1.918
H -4.557 2.166 -2.215
H -1.082 -3.131 1.981
N -2.954 -0.042 -0.184
C -5.702 1.331 1.397
O 0.371 1.422 -7.814
H 4.054 2.497 -0.247
C -3.409 3.066 -5.587
H 1.734 1.584 -4.837
H -4.087 -1.689 2.348
N -5.358 -0.013 0.748
C 1.657 2.193 -3.936
N -4.568 3.692 -5.596
H 0.180 -0.660 -3.719
H -1.866 2.701 -6.758
O 2.552 -2.567 -3.001
H -4.709 4.229 -6.439
H 0.572 3.561 -5.196
C -1.370 -6.485 -3.272
H -1.322 -4.884 1.674
Pd -3.368 -0.034 -4.154
O -6.045 -2.058 -3.962
H -3.372 -7.472 -1.198
H 1.940 2.478 -1.494
H -5.146 3.049 -5.073
H 5.328 -0.257 -2.326
O -3.809 -6.604 -3.074
C -0.892 -3.957 1.295
N -2.635 3.336 -6.602
H -1.390 0.197 -3.846
H -5.953 3.326 0.951
O -3.004 -1.476 -5.710
H 2.214 4.019 -4.972
H -6.121 -2.090 0.719
O -4.521 -1.296 -2.760
H 1.259 -1.303 -4.863
H -4.961 1.311 2.195
H -4.799 -0.946 5.719
H 4.994 -1.303 -1.012
C -5.614 -1.156 -3.290
C -0.317 4.461 -2.859
H 3.191 0.919 -3.254
C -3.822 -1.047 -6.523
H -0.426 0.542 -5.584
C -4.047 -7.563 -2.049
C 5.050 -0.245 -1.271
H -2.708 -0.466 -1.067
O 3.826 0.566 -1.022
H -5.918 -0.008 -0.093
N 2.915 1.890 -3.292
C 1.350 3.626 -4.435
H 0.790 1.791 -3.412
N 1.021 -1.194 -3.887
N 1.421 -1.082 -1.859
H 0.339 -4.608 -2.697
C -0.376 -4.351 -0.892
N -0.424 -0.084 -6.377
H 1.862 -1.455 -1.030
H -0.495 3.799 -2.012
O -5.630 -0.120 -3.839
C -2.691 -6.929 -3.896
H -4.040 -2.270 4.690
C -4.308 -1.217 4.784
H -0.661 -6.654 -4.083
H -5.441 -2.751 2.826
H -6.318 2.103 -0.283
*
```

[2]
Formula: C17H26N2O3S
Source: the Open Molecules 2025 dataset
Level of theory: the ωB97M-V functional and the def2-TZVPD basis

Output
* gap between HOMO and LUMO: 9.40 eV
* strongest force on any atom: 1.104 eV/Å
* ΔE to the lowest compared entry with this formula, charge and spin: 1.1130 eV

ORCA input file:
```
! wB97M-V def2-TZVPD RIJCOSX def2/J DEFGRID3
* xyz 0 1
C -0.241 -0.824 -0.200
C -4.834 -0.668 1.440
H 6.133 0.726 2.175
H 0.140 -1.560 0.516
H 6.243 0.256 -1.537
C -3.715 0.120 1.248
C -4.968 -1.072 -0.920
S -1.776 1.311 -0.254
H 1.216 -1.424 -1.694
H 6.633 1.466 0.652
H 0.078 1.996 1.538
C 4.202 0.282 0.307
O -1.901 2.520 0.506
H 0.925 0.463 1.894
H -1.133 -1.225 -0.683
H -3.444 -0.108 -2.106
H -6.611 -2.688 1.494
H 4.341 1.242 -0.196
C -3.232 0.304 -0.034
C 5.572 -0.416 0.411
N 1.946 0.175 -0.605
C 6.145 -0.676 -0.982
H 7.496 0.063 1.277
O 3.274 -1.600 -0.908
H 7.128 -1.134 -0.904
H 2.367 1.938 0.465
H 5.043 -1.559 2.176
H -7.569 -1.463 0.671
H 5.493 -1.345 -1.535
C 6.515 0.520 1.177
H 4.777 -2.408 0.648
H 0.410 0.146 -2.012
C 0.835 -0.506 -1.243
C 1.526 1.403 0.029
C -3.848 -0.283 -1.121
O -1.492 1.428 -1.660
C -5.472 -1.274 0.360
H -3.210 0.603 2.069
C 0.481 1.080 1.106
C 3.124 -0.485 -0.443
H -5.222 -0.818 2.437
H 1.054 2.040 -0.729
N -0.639 0.354 0.545
C 5.441 -1.733 1.178
H 6.414 -2.209 1.275
H -6.861 -2.785 -0.256
H 3.837 0.476 1.319
H -5.455 -1.534 -1.765
C -6.695 -2.108 0.578
*
```

[3]
Formula: C23H22N2S
Source: the Open Molecules 2025 dataset
Level of theory: the ωB97M-V functional and the def2-TZVPD basis

Output
* gap between HOMO and LUMO: 8.60 eV
* strongest force on any atom: 1.725 eV/Å

ORCA input file:
```
! wB97M-V def2-TZVPD RIJCOSX def2/J DEFGRID3
* xyz 0 1
H -1.921 -4.783 0.534
C -2.659 0.864 0.077
H 6.003 -3.331 -1.438
C 3.975 -0.851 -2.573
H -2.981 4.197 4.926
H -2.999 -1.249 0.262
N -2.195 3.257 -0.222
H 4.733 -2.882 0.606
C -3.283 2.710 1.908
C 5.239 -2.565 -1.441
C -1.227 -0.803 -0.881
C -1.441 -4.406 -0.372
H -0.105 2.318 -1.583
C -0.737 1.532 -1.185
H 5.536 -1.988 -3.486
C 2.111 0.404 -1.445
H 0.968 -1.207 -2.295
C 0.839 -0.134 -2.189
C -3.514 2.943 3.257
C 4.508 -2.314 -0.289
H -1.053 5.145 1.223
H 0.006 -3.457 1.729
H -0.112 -1.699 1.339
C 4.969 -1.814 -2.579
H 3.759 -0.254 -3.451
C -0.610 -2.667 1.304
H -2.162 -4.437 -1.184
C -2.848 3.993 3.870
H 2.940 -1.202 0.636
H -3.096 3.399 -0.680
H -0.604 -5.081 -0.571
H -4.189 2.309 3.815
C 3.506 -1.352 -0.277
C -2.362 -0.470 -0.135
C -0.406 0.198 -1.409
C 3.218 -0.620 -1.422
H -1.426 5.601 3.631
H -1.530 -2.548 1.883
C -2.407 3.511 1.177
H 1.826 0.580 -0.406
C -1.959 4.787 3.160
C -0.979 -2.995 -0.129
N -0.919 -2.160 -1.087
H 0.794 0.377 -3.151
H 2.454 1.350 -1.863
C -1.745 4.553 1.807
S -4.059 1.368 1.045
C -1.854 1.875 -0.445
*
```

[4]
Formula: C27H37N3O6S
Source: the Open Molecules 2025 dataset
Level of theory: the ωB97M-V functional and the def2-TZVPD basis

Output
* gap between HOMO and LUMO: 8.62 eV
* strongest force on any atom: 1.026 eV/Å
* ΔE to the lowest compared entry with this formula, charge and spin: 0.0000 eV

ORCA input file:
```
! wB97M-V def2-TZVPD RIJCOSX def2/J DEFGRID3
* xyz 0 1
H 6.755 0.549 -1.761
H -2.133 0.347 0.380
C -0.377 -3.356 -1.134
H -2.381 -2.130 4.026
H -3.608 1.894 1.623
O 1.263 -0.969 2.450
N 3.499 2.685 -0.381
C 4.056 1.586 0.047
H -4.179 -2.451 1.440
C -3.755 1.765 0.550
C 1.106 -0.346 1.432
O -1.573 -2.654 0.847
H -0.051 -2.269 -2.964
H -2.508 3.763 -1.825
H 6.096 -1.754 -1.525
C -2.197 -3.018 2.077
C -3.229 0.401 -1.476
C -2.442 1.590 -2.038
O -2.382 3.704 2.138
H 5.857 2.402 -0.641
C -3.687 -3.304 1.900
H 4.909 -0.485 1.688
H -3.740 -0.386 0.472
C 1.630 4.123 -0.619
H -4.140 -3.490 2.870
C 4.471 -1.523 -0.150
C 1.985 0.748 0.916
H 0.456 -2.867 -0.626
O -2.383 5.258 0.213
H -1.188 -4.625 0.415
H -2.446 -0.967 2.698
H 3.696 -1.465 -0.918
H -2.467 1.581 -3.128
C 1.377 1.974 0.530
H 6.072 1.214 0.656
O -3.534 -1.708 -2.580
H 5.030 0.421 -2.091
H -0.152 5.317 -0.713
H -4.832 1.787 0.340
C 4.031 -0.720 1.083
O 0.116 -0.582 0.574
H -0.584 1.678 1.413
C -1.458 -3.695 -0.107
H -1.701 -3.928 2.458
N -3.143 2.903 -0.084
H -4.276 0.500 -1.787
H -0.899 -1.688 3.181
C 3.334 0.552 0.708
H -1.669 -2.999 -2.832
C -3.168 0.442 0.053
C 0.039 2.317 0.808
H -1.400 1.545 -1.714
H 6.571 -1.120 0.049
H -0.878 -0.620 -1.292
C 5.806 -1.062 -0.730
H -0.466 -1.346 0.846
C -0.467 3.496 0.344
C 0.312 4.400 -0.385
N -1.461 -1.230 -1.842
C 2.193 2.914 -0.156
C -0.883 -2.476 -2.281
C -3.079 2.885 -1.521
C -2.768 -0.951 -2.018
S -2.164 3.944 0.741
C 5.784 0.352 -1.304
C -1.963 -1.873 3.057
H 4.570 -2.572 0.140
C 5.516 1.440 -0.256
H 2.275 4.812 -1.140
H -0.006 -4.286 -1.567
H -3.848 -4.176 1.272
H -2.416 -3.846 -0.618
H 3.368 -1.329 1.696
H -4.095 2.977 -1.925
*
```

[5]
Formula: C3H10NOS2
Source: the Open Molecules 2025 dataset
Level of theory: the ωB97M-V functional and the def2-TZVPD basis

Output
* gap between HOMO and LUMO: 7.49 eV
* strongest force on any atom: 3.253 eV/Å
* ΔE to the lowest compared entry with this formula, charge and spin: 2.6162 eV

ORCA input file:
```
! wB97M-V def2-TZVPD RIJCOSX def2/J DEFGRID3
* xyz 1 1
S -0.712 2.230 0.707
H -3.942 -1.615 0.812
H -1.799 2.590 0.111
H 1.625 0.610 -1.270
H 0.965 -2.881 -0.176
C 0.909 -1.914 0.256
N 1.131 0.812 -0.430
H 2.074 2.105 0.834
C -0.089 1.279 -0.543
H 1.923 -1.550 0.671
H 1.564 0.449 1.435
O -0.152 -1.336 0.506
S -3.154 -0.985 -0.080
H -0.351 1.061 -1.545
H -2.008 -1.436 0.399
H 3.075 0.704 0.662
C 2.052 1.042 0.726
*
```

[6]
Formula: C4H9N3O
Source: the Open Molecules 2025 dataset
Level of theory: the ωB97M-V functional and the def2-TZVPD basis

Output
* gap between HOMO and LUMO: 10.77 eV
* strongest force on any atom: 5.967 eV/Å
* ΔE to the lowest compared entry with this formula, charge and spin: 0.1471 eV

ORCA input file:
```
! wB97M-V def2-TZVPD RIJCOSX def2/J DEFGRID3
* xyz 2 1
H -0.854 2.541 -1.359
H 0.931 -2.169 0.413
H -0.350 -1.234 -1.964
H 1.051 0.922 2.877
H 1.367 -0.577 -1.458
N 0.101 1.118 0.447
N 0.697 0.098 2.348
N -0.505 1.671 -1.670
H 0.947 -0.746 2.976
H -0.819 1.411 -2.596
O -1.179 -1.951 0.280
C 0.246 0.060 1.186
C -0.184 0.765 -0.872
H -1.237 -2.698 0.871
C 0.043 -1.450 0.219
C 0.207 -0.704 -1.130
H -0.076 2.121 0.779
*
```